[1]
Entry from the OMol25 dataset: 12 unconnected molecules or ions with the total composition C54H66O33 at a distorted geometry (wB97M-V/def2-TZVPD).

The energy above the lowest of the compared OMol25 structures with the same formula, charge and spin is 0.0 kJ/mol. For the gap between HOMO and LUMO, the calculation gives 8.371 eV. Its LUMO energy is -1.386 eV. As for the maximum force: 0.0709 Eh/bohr. Its total energy is -4580.192969 a.u.

```
! wB97M-V def2-TZVPD RIJCOSX def2/J DEFGRID3
* xyz 0 1
C 5.12570 0.50265 5.82364
C 3.69407 0.03734 5.77990
C 2.80170 0.98835 6.62163
O 1.69922 1.31299 5.77283
C 2.02988 1.04681 4.53099
O 1.43473 1.48867 3.58993
O 3.16089 0.31962 4.40754
H 5.68261 -0.02577 5.04934
H 5.68946 0.20390 6.74362
H 5.10000 1.54891 5.76889
H 3.50656 -1.04882 5.91272
H 3.38445 1.93732 6.71097
H 2.48062 0.71249 7.58093
C -3.56746 -2.56286 3.78592
C -3.27378 -2.29653 2.35227
C -1.82808 -2.40455 1.90888
O -1.90565 -3.32030 0.82790
C -3.12420 -3.82617 0.66256
O -3.42960 -4.63344 -0.14175
O -3.96787 -3.41140 1.66426
H -3.29964 -3.61453 4.06222
H -4.61601 -2.30766 4.01730
H -2.96675 -1.89365 4.40446
H -3.73924 -1.39002 2.05354
H -1.08103 -2.71428 2.64156
H -1.51427 -1.44828 1.38238
C -3.81193 1.48193 4.22112
C -2.39673 1.88491 4.36797
C -1.45526 0.73882 4.84318
O -1.12168 0.15360 3.49812
C -1.43173 0.99914 2.51995
O -1.07838 0.80085 1.38578
O -1.97237 2.10434 2.93715
H -4.41094 1.55557 5.12657
H -3.87016 0.47338 3.76290
H -4.26157 2.13698 3.44223
H -2.18303 2.78829 4.91153
H -2.05724 0.02145 5.40293
H -0.53084 0.94080 5.33914
C -1.46471 -5.36228 -3.33022
C -0.91725 -4.66043 -2.15774
C -0.51077 -5.56771 -0.98935
O 0.89819 -5.40158 -0.87325
C 1.30860 -4.49762 -1.79714
O 2.49093 -4.23499 -1.95884
O 0.39622 -3.97321 -2.50312
H -2.48708 -5.79417 -3.06457
H -0.79979 -6.09562 -3.68931
H -1.68270 -4.59958 -4.06708
H -1.60471 -3.90990 -1.86532
H -0.84385 -6.57165 -1.14674
H -0.92199 -5.15175 -0.06606
C 0.71125 4.17949 2.51844
C -0.40913 4.75167 1.65060
C -0.96816 3.90800 0.56062
O -2.42496 4.25530 0.65433
C -2.65817 4.63900 1.91025
O -3.68592 4.69110 2.47611
O -1.54124 5.04094 2.49601
H 0.78072 4.74845 3.43040
H 1.65297 4.22282 1.94932
H 0.45703 3.11816 2.73240
H -0.03140 5.69001 1.12145
H -0.88388 2.87381 0.85919
H -0.47025 4.09016 -0.43415
C 0.36749 2.45400 -7.56272
C -0.84626 2.57092 -6.62516
C -1.17041 1.40343 -5.70537
O -0.45495 1.76713 -4.47672
C -0.30125 3.11452 -4.48336
O 0.16112 3.80792 -3.61936
O -0.54113 3.64211 -5.69998
H 0.42983 1.49206 -8.04035
H 1.18538 2.67013 -6.88873
H 0.34417 3.14968 -8.35162
H -1.72978 2.89829 -7.13926
H -0.83606 0.46796 -6.06293
H -2.22275 1.29060 -5.51738
C 5.66205 -3.85195 -0.64753
C 4.41646 -3.95809 0.17723
C 4.18491 -5.39048 0.84102
O 3.65031 -5.01111 2.10889
C 4.01822 -3.77262 2.42676
O 3.91135 -3.27379 3.52179
O 4.60950 -3.15823 1.39577
H 5.88374 -2.87066 -1.01969
H 5.70044 -4.52509 -1.48647
H 6.50367 -4.06864 -0.00307
H 3.60663 -3.47473 -0.36665
H 5.03967 -5.96784 1.09914
H 3.46623 -5.97116 0.25969
C 2.93591 -1.10842 -3.68802
C 2.27187 -1.21116 -5.06335
C 2.63949 -2.37178 -6.04253
O 1.29442 -2.65263 -6.65672
C 0.33847 -2.13037 -5.89164
O -0.81423 -2.31313 -6.00104
O 0.89626 -1.43270 -4.82694
H 3.00499 -2.06532 -3.21687
H 2.44149 -0.46146 -3.02368
H 3.95209 -0.74410 -3.76555
H 2.34999 -0.22041 -5.50229
H 2.90733 -3.21639 -5.35632
H 3.30051 -2.23489 -6.88315
C 5.96208 4.38647 2.18175
C 4.68889 4.51525 2.95187
C 4.02138 3.22370 3.27913
O 3.56900 3.38036 4.64984
C 3.98059 4.59445 5.11422
O 3.54299 5.10731 6.10285
O 4.92460 5.15380 4.25890
H 5.78778 3.75603 1.28024
H 6.73852 3.98758 2.83980
H 6.32060 5.37516 1.89047
H 4.05245 5.21202 2.37836
H 4.59521 2.31699 3.07592
H 3.11637 3.20482 2.67059
O -3.93537 2.32720 -4.09093
C -4.03032 2.19601 -2.89554
C -3.05782 1.36822 -2.12057
C -3.27477 1.03703 -0.86712
C -4.45862 1.65888 -0.06070
O -4.87193 1.12405 0.92161
C -5.23180 2.76749 -0.79916
C -5.06180 2.88420 -2.09262
H -2.25137 0.88935 -2.71890
H -2.75315 0.23155 -0.33855
H -6.03451 3.31173 -0.20155
H -5.68770 3.54482 -2.73420
O -3.96796 -3.01777 -3.26458
C -4.84169 -2.23761 -2.91424
C -5.25784 -2.20605 -1.53422
C -6.26758 -1.40547 -1.09549
C -6.81731 -0.43303 -2.01842
O -7.58246 0.46000 -1.66747
C -6.58674 -0.65847 -3.54017
C -5.67308 -1.55028 -3.89348
H -4.79823 -3.02405 -1.01357
H -6.72774 -1.42748 -0.10305
H -7.26802 -0.16668 -4.23242
H -5.50734 -1.73293 -4.93410
O -0.69541 -0.92192 -1.11899
C 0.30824 -0.25315 -0.94545
C 0.51104 1.10732 -1.45271
C 1.49633 1.87134 -1.07623
C 2.46504 1.51461 -0.04139
O 3.31356 2.22442 0.38138
C 2.41148 0.03656 0.23973
C 1.43756 -0.78330 -0.16191
H -0.29811 1.43922 -2.17117
H 1.43536 2.81045 -1.58546
H 3.10608 -0.37521 0.96059
H 1.31203 -1.76584 0.20212
*
```



[2]
Entry from the OMol25 dataset: 7 unconnected molecules or ions with the total composition C54H70NO21S3 at a distorted geometry (wB97M-V/def2-TZVPD).

For the gap between HOMO and LUMO, the calculation gives 7.984 eV. Its LUMO energy is -2.038 eV. As for the maximum force: 0.0823 Eh/bohr. Its total energy is -4928.782600 a.u.

```
! wB97M-V def2-TZVPD RIJCOSX def2/J DEFGRID3
* xyz 1 1
C 3.56411 0.66490 5.30134
C 4.05491 -0.62580 4.71057
O 4.56695 -1.48940 5.40274
O 3.85527 -0.80729 3.36373
C 4.78449 -0.08857 2.55358
C 4.13761 0.13427 1.20448
C 4.74374 -0.72864 0.07643
C 5.26191 0.08580 -1.09268
S 4.00110 0.89888 -2.09461
C 3.96786 2.62657 -1.49518
C 2.60066 3.25558 -1.32836
C 1.94004 2.99215 0.01565
S 1.95254 4.45805 1.07150
C 0.61208 4.22303 2.20620
S 0.94145 4.18776 3.77784
N -0.70934 4.10172 1.74637
C -0.84807 4.38400 0.34406
C -1.33516 3.52249 -0.51951
C -1.46427 3.84530 -1.78999
C -1.07405 5.02116 -2.25834
C -0.58505 5.89315 -1.38912
C -0.49866 5.58130 -0.11563
C -1.33236 2.85819 2.13436
C -2.57745 2.88007 2.58150
C -3.19477 1.76135 2.90866
C -2.59609 0.59059 2.78667
C -1.33697 0.56986 2.34090
C -0.72926 1.69002 2.02372
C 2.42255 0.16107 -1.70367
C 2.47497 -1.31930 -2.06577
O 3.40816 -1.78217 -2.69858
C 1.32269 -2.10063 -1.60219
C 0.15427 -1.87316 -2.17889
C -0.92743 -2.54313 -1.79421
C -0.80967 -3.44475 -0.81870
C 0.35667 -3.65005 -0.24840
C 1.43667 -2.99689 -0.62383
H 3.57898 0.60732 6.36790
H 4.18912 1.47295 4.94972
H 2.57033 0.84658 4.91916
H 5.73480 -0.60081 2.49034
H 4.97966 0.86430 3.02342
H 4.25325 1.17807 0.96367
H 3.09453 -0.11329 1.26846
H 5.60117 -1.20787 0.51487
H 4.07664 -1.51756 -0.22243
H 5.85320 0.88128 -0.67083
H 5.94516 -0.48208 -1.68740
H 4.45875 3.18183 -2.27221
H 4.54495 2.70115 -0.59394
H 1.94007 3.00652 -2.13798
H 2.77520 4.31477 -1.43007
H 0.92548 2.67554 -0.15411
H 2.44228 2.20674 0.55586
H -1.64621 2.53799 -0.23963
H -1.89457 3.13453 -2.45916
H -1.17032 5.21622 -3.30241
H -0.26197 6.84862 -1.73274
H -0.10212 6.28138 0.58814
H -3.12282 3.79715 2.67391
H -4.19554 1.77980 3.28221
H -3.08150 -0.32799 3.02159
H -0.81940 -0.35246 2.20567
H 0.27442 1.63384 1.65049
H 2.23439 0.22538 -0.64411
H 1.60651 0.62584 -2.22594
H 0.06446 -1.12814 -2.94854
H -1.85793 -2.33616 -2.26389
H -1.69003 -3.95861 -0.50307
H 0.42272 -4.36300 0.54270
H 2.37066 -3.16387 -0.13723
C -6.88576 4.22638 -1.89764
C -6.37997 2.80428 -1.99962
C -6.57796 1.94825 -0.76770
O -5.46962 1.02808 -0.85832
C -4.49451 1.64110 -1.54691
O -3.37378 1.24146 -1.62581
O -4.93888 2.77143 -2.13091
H -7.91684 4.25724 -1.57518
H -6.27944 4.80826 -1.21963
H -6.81580 4.70537 -2.87758
H -6.80999 2.31891 -2.87968
H -7.52324 1.41260 -0.77466
H -6.49075 2.50498 0.16023
C -0.66683 -6.89016 3.05078
C -1.99937 -6.86800 2.35251
C -2.18263 -7.96127 1.32621
O -3.09080 -7.34952 0.39082
C -2.91683 -6.01473 0.46672
O -3.36859 -5.23010 -0.30547
O -2.15403 -5.68404 1.53505
H -0.46369 -7.87471 3.46110
H 0.13740 -6.61484 2.36737
H -0.65097 -6.16472 3.86556
H -2.80999 -6.87652 3.08512
H -2.61498 -8.86408 1.74518
H -1.25937 -8.21654 0.80355
C -6.64688 8.50998 2.88510
C -7.12294 7.07923 2.92352
C -6.06754 6.07819 3.33614
O -6.49121 4.89052 2.64565
C -7.19071 5.28368 1.55552
O -7.51321 4.55961 0.66699
O -7.46445 6.60211 1.60468
H -6.17138 8.78651 3.82555
H -5.94196 8.65955 2.06755
H -7.48301 9.18578 2.71241
H -8.01263 6.99370 3.55151
H -6.04106 5.90865 4.40896
H -5.06643 6.34628 2.99043
C 9.30504 -2.31813 -5.25139
C 9.03012 -1.92513 -3.82106
C 7.98041 -0.84764 -3.65864
O 8.39279 -0.19484 -2.44290
C 9.74371 -0.38510 -2.32494
O 10.42505 0.18262 -1.54369
O 10.17701 -1.29843 -3.22058
H 8.38063 -2.56984 -5.77086
H 9.80820 -1.51051 -5.78233
H 9.96488 -3.18318 -5.28842
H 8.78082 -2.80846 -3.22751
H 6.97658 -1.25666 -3.55623
H 7.98716 -0.11447 -4.46817
C -3.73213 -10.31355 6.01344
C -2.97363 -10.84831 4.82422
C -2.01411 -11.97210 5.14409
O -1.00256 -11.80386 4.13769
C -0.99410 -10.50515 3.77894
O -0.15411 -9.99292 3.11132
O -2.07454 -9.85561 4.28247
H -4.22108 -11.12090 6.55713
H -3.06376 -9.77871 6.68788
H -4.49543 -9.60541 5.69322
H -3.66848 -11.13922 4.03264
H -2.47230 -12.95377 5.06533
H -1.54932 -11.87132 6.12692
C 1.09937 2.69664 -8.17963
C 0.66668 3.09761 -6.79112
C -0.22147 4.31878 -6.73938
O 0.09184 4.87023 -5.44941
C 1.35153 4.48135 -5.13553
O 1.98570 4.91224 -4.22786
O 1.78898 3.52831 -5.99311
H 0.24007 2.60232 -8.84251
H 1.79370 3.42784 -8.59240
H 1.62027 1.74032 -8.15670
H 0.19849 2.25119 -6.28148
H -1.27772 4.07214 -6.80378
H 0.01989 5.06041 -7.50323
*
```



[3]
Entry from the OMol25 dataset: 6 unconnected molecules or ions with the total composition C54H74Br2F5INO3P2S at a distorted geometry (wB97M-V/def2-TZVPD).

The energy above the lowest of the compared OMol25 structures with the same formula, charge and spin is 1458.2 kJ/mol. For the gap between HOMO and LUMO, the calculation gives 7.107 eV. Its LUMO energy is -3.518 eV. As for the maximum force: 0.1736 Eh/bohr. Its total energy is -9407.649282 a.u.

```
! wB97M-V def2-TZVPD RIJCOSX def2/J DEFGRID3
* xyz 1 1
C 4.72839 -3.11036 -1.06654
C 5.24980 -4.32985 -0.10337
C 4.13473 -4.91694 0.94557
C 2.75797 -5.49020 0.21770
C 1.66669 -6.11416 1.32054
C 0.28333 -5.17512 1.38285
C 0.22779 -4.25165 2.73452
C -1.07816 -3.27332 2.86740
C -1.45809 -2.41302 1.52742
C -1.26096 -0.76263 1.71345
C -0.01573 -0.15437 0.82912
S 1.48756 -0.84068 1.70941
O 1.25791 -1.09659 3.25022
O 2.75403 0.06949 1.64023
F 1.92071 -2.29756 0.86021
C -0.21315 -0.48286 -0.79939
N 0.41570 0.56355 -1.74346
C 1.54346 -0.23373 -2.40215
C 1.03453 -1.33361 -3.50577
C 2.37455 -2.14921 -4.08376
I 1.84535 -2.88542 -6.11597
P -0.65068 1.38404 -2.91302
C 0.24380 1.87070 -4.52790
C -2.16795 0.31254 -3.36295
C 1.02165 1.56672 -0.73869
P 1.45730 3.33653 -1.42306
C 2.49181 4.24405 -0.05375
O 2.57969 3.21798 -2.76921
C 0.09158 1.50557 0.65032
F 0.65792 2.18550 1.87456
C -1.37256 2.29482 0.54050
C -1.25861 3.92132 0.70948
C -2.17590 4.58806 -0.49465
F -1.64054 4.31653 -1.85566
Br -4.12044 3.98174 -0.37707
C -2.25365 6.25197 -0.37098
F -0.92152 6.82094 -0.04312
F -3.30004 6.51762 0.66032
Br -2.97310 6.95991 -2.12608
H 5.70692 -2.53159 -1.43049
H 4.20552 -3.47404 -2.06920
H 4.08065 -2.28931 -0.51056
H 6.13504 -3.87560 0.55573
H 5.69653 -5.16387 -0.82876
H 4.60349 -5.86289 1.50289
H 3.79839 -4.16895 1.78241
H 2.99435 -6.31444 -0.61282
H 2.31502 -4.57122 -0.38124
H 2.14452 -6.27911 2.38449
H 1.30130 -7.13628 0.82331
H 0.26895 -4.58890 0.37087
H -0.61016 -5.95467 1.46217
H 0.16017 -5.01515 3.65015
H 1.26363 -3.68320 2.90713
H -2.01231 -3.90782 3.20219
H -0.85237 -2.54093 3.78285
H -2.63484 -2.54832 1.37375
H -0.96664 -2.80587 0.54114
H -2.24770 -0.24909 1.27930
H -1.23877 -0.44809 2.85784
H 0.16647 -1.58746 -0.86734
H -1.38607 -0.61668 -0.83983
H 2.18626 -0.84395 -1.60217
H 2.30934 0.55117 -2.87275
H 0.38980 -2.17627 -2.96279
H 0.35582 -0.91022 -4.35923
H 3.33147 -1.47136 -4.07731
H 2.48982 -3.12396 -3.40608
H 0.30986 3.04535 -4.71582
H 1.31676 1.39767 -4.65806
H -0.40690 1.44609 -5.42795
H -2.77626 0.10339 -2.37551
H -2.84452 0.95268 -4.07314
H -1.83448 -0.71003 -3.82628
H 2.12599 1.11948 -0.66027
H 1.94624 5.26134 0.24791
H 2.56474 3.61929 0.93758
H 3.57684 4.53041 -0.41188
H 3.29516 2.52751 -2.53196
H -1.98754 1.95917 -0.41758
H -2.02038 1.91061 1.46591
H -0.16888 4.34288 0.77252
H -1.78950 4.24670 1.72801
C 0.31927 8.58715 -2.57330
C 0.63655 7.24179 -2.75800
C 1.69352 6.88209 -3.59361
C 2.44019 7.86928 -4.23738
C 2.12523 9.21481 -4.04967
C 1.06234 9.57411 -3.22135
H -0.50671 8.86695 -1.92467
H 0.05902 6.47290 -2.25090
H 1.93623 5.83347 -3.74260
H 3.26703 7.58935 -4.88476
H 2.70825 9.98406 -4.55016
H 0.81378 10.62222 -3.07970
C 4.48974 5.06759 5.27828
C 3.15459 5.39297 5.51548
C 2.14445 4.78065 4.77419
C 2.46936 3.83469 3.80151
C 3.80435 3.50658 3.56695
C 4.81503 4.12577 4.30186
H 5.27690 5.54752 5.85385
H 2.90111 6.12504 6.27818
H 1.10462 5.03934 4.95461
H 1.68201 3.35380 3.22710
H 4.05728 2.76817 2.81003
H 5.85525 3.87396 4.11504
C 6.37631 -6.67056 4.11448
C 7.24363 -7.76221 4.08578
C 8.54523 -7.60744 3.60967
C 8.98298 -6.35743 3.17106
C 8.11677 -5.26495 3.20331
C 6.81222 -5.42184 3.67074
H 5.36091 -6.79233 4.48241
H 6.90459 -8.73467 4.43400
H 9.21868 -8.45971 3.58116
H 9.99883 -6.23554 2.80457
H 8.45859 -4.29054 2.86298
H 6.13596 -4.57174 3.69055
C -6.01348 -2.02096 -1.37094
C -5.21507 -0.92240 -1.05398
C -5.61915 0.36215 -1.41657
C -6.82770 0.54917 -2.08809
C -7.62789 -0.54911 -2.40170
C -7.21930 -1.83457 -2.04732
H -5.69659 -3.02225 -1.09122
H -4.27666 -1.06757 -0.52464
H -4.99359 1.21727 -1.17539
H -7.14511 1.55062 -2.36640
H -8.57047 -0.40302 -2.92358
H -7.84031 -2.69046 -2.29668
C -11.23870 -3.21499 0.21074
C -12.31131 -2.50556 -0.32872
C -12.24556 -1.11684 -0.43798
C -11.10198 -0.43784 -0.01643
C -10.02788 -1.14770 0.51956
C -10.09739 -2.53558 0.63740
H -11.29168 -4.29696 0.29888
H -13.19961 -3.03539 -0.66352
H -13.08416 -0.56374 -0.85215
H -11.04860 0.64393 -0.10602
H -9.13612 -0.61854 0.84652
H -9.26262 -3.08774 1.06010
*
```